(1)
Entry from the OMol25 dataset: C23H37Br21NS as an isolated structure (the ωB97M-V functional and the def2-TZVPD basis).

Last column: Löwdin charge in e.
CARTESIAN COORDINATES (ANGSTROEM)
S (3.633, -1.980, -1.527)  1.0682
C (2.259, -0.998, -0.820)  -0.3849
C (2.793, 0.166, 0.021)  -0.2613
C (1.581, 0.806, 0.690)  -0.2020
C (1.780, 2.246, 1.156)  -0.1936
C (2.249, 3.276, 0.128)  -0.1848
C (1.326, 3.418, -1.095)  -0.1919
C (1.737, 2.552, -2.291)  -0.2064
C (0.820, 2.774, -3.507)  -0.1832
C (-0.021, 1.547, -3.885)  -0.1930
C (-0.709, 0.826, -2.718)  -0.2009
C (-2.236, 1.022, -2.619)  -0.2146
C (-2.701, 1.622, -1.311)  -0.1412
N (-2.218, 0.892, -0.147)  -0.1051
C (-2.010, -0.457, -0.002)  -0.1022
C (-1.610, -0.680, 1.304)  -0.1047
C (-1.557, 0.564, 1.970)  -0.1015
C (-1.929, 1.511, 1.031)  -0.1088
H (3.537, -3.185, -0.919)  -0.1059
H (4.746, -1.422, -1.022)  -0.0016
H (1.685, -0.670, -1.680)  0.0671
H (1.651, -1.673, -0.225)  0.1069
H (3.276, 0.864, -0.658)  0.1036
H (3.489, -0.255, 0.743)  0.0397
H (1.355, 0.218, 1.578)  0.1154
H (0.723, 0.738, 0.024)  0.0855
H (0.841, 2.576, 1.588)  0.1060
H (2.515, 2.227, 1.959)  0.0661
H (2.271, 4.229, 0.649)  0.1123
H (3.247, 3.056, -0.248)  0.1042
H (0.279, 3.282, -0.824)  0.1076
H (1.421, 4.443, -1.454)  0.1143
H (1.684, 1.502, -2.018)  0.0651
H (2.768, 2.807, -2.525)  0.1152
H (0.213, 3.667, -3.376)  0.1112
H (1.452, 2.991, -4.368)  0.1074
H (0.636, 0.837, -4.386)  0.0997
H (-0.745, 1.839, -4.640)  0.1032
H (-0.284, 1.095, -1.757)  0.0724
H (-0.540, -0.242, -2.858)  0.0615
H (-2.757, 0.098, -2.841)  -0.0120
H (-2.545, 1.714, -3.403)  0.1153
H (-2.425, 2.668, -1.226)  0.1255
H (-3.792, 1.601, -1.313)  0.1040
H (-2.137, -1.155, -0.807)  0.0288
H (-1.394, -1.643, 1.735)  0.0911
H (-1.295, 0.757, 2.992)  0.0950
H (-1.997, 2.570, 1.201)  0.1200
C (-1.778, -2.777, -4.533)  -1.5788
Br (-2.444, -1.219, -5.436)  0.6281
Br (0.153, -2.824, -4.517)  0.5646
Br (-2.511, -2.928, -2.761)  0.6251
H (-2.110, -3.641, -5.089)  -0.0248
C (3.355, -6.510, 0.110)  -1.6084
Br (3.456, -5.023, 1.338)  0.5704
Br (2.501, -8.030, 0.901)  0.6167
Br (2.501, -5.993, -1.544)  0.5872
H (4.369, -6.794, -0.132)  -0.0200
C (4.504, 1.353, 4.759)  -1.6165
Br (5.668, 2.866, 4.604)  0.6015
Br (2.682, 1.882, 5.084)  0.5991
Br (4.643, 0.195, 3.217)  0.5985
H (4.824, 0.777, 5.615)  -0.0258
C (-6.572, -0.697, -4.076)  -1.5963
Br (-8.297, 0.014, -3.623)  0.5902
Br (-5.764, 0.270, -5.533)  0.5666
Br (-5.412, -0.776, -2.542)  0.5535
H (-6.720, -1.713, -4.414)  -0.0209
C (2.190, -7.054, 4.830)  -1.6598
Br (2.166, -5.258, 5.524)  0.5630
Br (3.947, -7.548, 4.225)  0.5327
Br (1.492, -8.319, 6.093)  0.6009
H (1.541, -7.068, 3.966)  -0.0489
C (-8.638, -1.295, 0.421)  -1.6251
Br (-10.396, -0.651, -0.010)  0.5800
Br (-8.099, -2.720, -0.760)  0.5479
Br (-7.352, 0.139, 0.475)  0.5452
H (-8.684, -1.714, 1.415)  -0.0311
C (2.576, 5.563, 7.176)  -1.6638
Br (0.911, 6.401, 7.644)  0.5807
Br (3.299, 6.285, 5.544)  0.5456
Br (3.851, 5.651, 8.612)  0.5779
H (2.370, 4.518, 6.996)  -0.0675

Properties
Net charge   +1
Molecular weight   2037.607 g/mol
HOMO   -10.34 eV

---

(2)
Entry from the OMol25 dataset: C23H37CuFN12O5P as an isolated structure (the ωB97M-V functional and the def2-TZVPD basis).

Last column: Mulliken spin population.
CARTESIAN COORDINATES (ANGSTROEM)
Cu (-2.802, 0.242, 0.970)  0.2744
F (3.220, 3.033, 0.141)  -0.0001
C (2.984, 1.710, 0.135)  -0.0001
C (1.693, 1.283, 0.203)  -0.0020
C (1.397, -0.085, 0.271)  0.0024
C (0.018, -0.532, 0.408)  -0.0083
O (-0.917, 0.321, 0.452)  0.0166
C (-0.141, -1.943, 0.541)  -0.0019
C (0.951, -2.773, 0.540)  0.0000
N (2.204, -2.359, 0.363)  0.0001
C (3.287, -3.337, 0.369)  0.0002
C (4.069, -3.578, -0.888)  0.0000
C (3.111, -4.615, -0.389)  0.0000
C (2.466, -0.993, 0.259)  0.0003
C (3.782, -0.531, 0.168)  0.0001
C (4.079, 0.820, 0.106)  -0.0001
N (5.412, 1.245, 0.023)  -0.0001
C (6.378, 0.735, 0.991)  0.0000
C (7.762, 0.653, 0.376)  0.0000
N (8.158, 2.021, -0.109)  0.0000
C (7.143, 2.555, -1.084)  0.0000
C (5.766, 2.580, -0.438)  0.0000
C (-1.459, -2.540, 0.854)  0.0059
O (-1.688, -3.354, 1.687)  0.0143
O (-2.446, -1.993, 0.042)  0.0666
H (0.891, 2.009, 0.251)  0.0011
H (0.818, -3.837, 0.688)  -0.0006
H (3.810, -3.377, 1.317)  0.0000
H (5.130, -3.761, -0.788)  0.0000
H (3.786, -3.025, -1.775)  0.0000
H (3.498, -5.519, 0.059)  0.0000
H (2.200, -4.752, -0.958)  0.0000
H (4.583, -1.253, 0.120)  0.0000
H (6.097, -0.254, 1.337)  0.0000
H (6.412, 1.389, 1.875)  0.0000
H (7.769, -0.005, -0.491)  0.0000
H (8.499, 0.310, 1.098)  0.0000
H (9.083, 1.993, -0.540)  0.0000
H (8.226, 2.656, 0.689)  0.0000
H (7.157, 1.897, -1.951)  0.0000
H (7.446, 3.554, -1.388)  0.0000
H (5.067, 2.921, -1.195)  0.0000
H (5.754, 3.313, 0.380)  0.0000
N (-4.497, 2.245, -2.187)  0.0005
C (-4.473, 0.827, -1.725)  -0.0035
P (-5.345, 0.898, -0.111)  -0.0065
O (-6.529, 1.744, -0.332)  0.0032
O (-4.361, 1.311, 1.008)  0.0470
C (-5.816, -0.835, 0.388)  0.0162
N (-6.026, -0.710, 1.896)  -0.0040
H (-4.256, 2.325, -3.173)  0.0000
H (-3.859, 2.928, -1.593)  0.0001
H (-5.456, 2.593, -2.060)  0.0001
H (-3.457, 0.436, -1.677)  0.0016
H (-5.062, 0.237, -2.426)  -0.0008
H (-4.581, -1.777, -1.052)  0.0168
H (-6.763, -1.092, -0.077)  -0.0020
H (-5.508, 0.114, 2.232)  -0.0021
H (-5.673, -1.527, 2.396)  0.0012
H (-7.012, -0.583, 2.127)  -0.0001
N (-0.882, 6.519, -0.914)  0.0000
N (-1.752, 5.522, -0.558)  0.0000
N (-1.970, 5.210, 0.700)  0.0002
C (-2.788, 4.174, 0.571)  0.0011
N (-3.032, 3.905, -0.716)  -0.0007
N (-2.347, 4.782, -1.436)  -0.0001
H (-0.819, 7.186, -0.158)  0.0000
H (-1.163, 6.924, -1.796)  0.0000
H (-3.228, 3.645, 1.400)  -0.0006
C (-4.545, -4.232, -0.697)  -0.0103
N (-5.200, -3.250, 0.182)  0.0749
C (-5.611, -3.719, 1.499)  0.0081
C (-4.767, -1.893, 0.021)  -0.0748
N (-3.555, -1.604, 0.800)  0.5602
H (-5.183, -4.479, -1.548)  0.0050
H (-4.336, -5.148, -0.149)  0.0010
H (-3.595, -3.862, -1.082)  0.0012
H (-5.733, -4.796, 1.462)  0.0013
H (-6.598, -3.331, 1.773)  0.0007
H (-4.875, -3.511, 2.290)  -0.0035

Properties
Net charge   +3
Molecular weight   675.146 g/mol
Multiplicity   2
HOMO (alpha / beta)   -15.09 / -15.08 eV

---

(3)
Entry from the OMol25 dataset: C23H37EuO3 as an isolated structure (the ωB97M-V functional and the def2-TZVPD basis).

Last column: Mulliken spin population.
CARTESIAN COORDINATES (ANGSTROEM)
O (3.312, 1.084, -2.636)  -0.0002
C (4.225, 0.090, -3.136)  0.0003
C (5.294, 0.960, -3.689)  0.0000
H (3.819, -0.467, -3.969)  -0.0002
H (4.594, -0.523, -2.327)  0.0000
C (4.351, 2.015, -3.079)  0.0002
H (5.341, 0.894, -4.789)  0.0000
H (6.263, 0.779, -3.195)  0.0000
C (3.838, 2.989, -4.131)  -0.0001
H (3.261, 2.473, -4.914)  0.0000
H (4.731, 3.511, -4.524)  0.0000
H (3.180, 3.732, -3.664)  0.0000
C (5.016, 2.665, -1.889)  -0.0001
H (5.294, 1.878, -1.165)  0.0000
H (4.317, 3.354, -1.408)  0.0000
H (5.887, 3.209, -2.288)  0.0000
Eu (-1.542, -0.225, 1.517)  6.9345
C (-0.819, -0.247, 3.941)  0.0083
C (-0.734, -1.650, 3.667)  -0.0024
C (0.382, -1.868, 2.818)  -0.0078
H (-1.451, -2.407, 3.967)  0.0028
C (1.005, -0.614, 2.579)  0.0102
C (0.265, 0.394, 3.261)  0.0145
H (0.450, 1.468, 3.212)  0.0016
H (-1.629, 0.257, 4.464)  -0.0024
H (0.689, -2.824, 2.408)  0.0025
H (1.908, -0.454, 2.001)  0.0064
C (-3.768, 1.575, 0.878)  -0.0063
C (-2.624, 2.150, 1.527)  0.0319
C (-1.594, 2.292, 0.538)  0.0086
H (-2.545, 2.393, 2.586)  -0.0053
C (-2.094, 1.743, -0.685)  -0.0057
C (-3.433, 1.319, -0.477)  -0.0115
H (-4.091, 0.883, -1.229)  0.0012
H (-4.733, 1.369, 1.328)  0.0029
H (-0.610, 2.736, 0.702)  -0.0014
H (-1.558, 1.702, -1.630)  0.0018
O (0.725, -0.268, -2.655)  -0.0001
C (1.146, 0.284, -1.358)  -0.0535
C (2.277, -0.591, -0.794)  -0.0064
H (0.278, 0.203, -0.640)  0.0719
H (1.449, 1.325, -1.510)  0.0024
C (2.398, -1.632, -1.922)  -0.0007
H (1.843, -1.114, 0.098)  0.0050
H (3.214, -0.081, -0.503)  -0.0013
C (0.943, -1.707, -2.361)  -0.0019
H (3.043, -2.496, -1.714)  -0.0004
H (2.802, -1.204, -2.850)  -0.0004
H (0.320, -2.093, -1.533)  0.0037
H (0.740, -2.224, -3.293)  0.0001
C (-4.295, -3.264, 2.849)  -0.0007
C (-4.338, -1.856, 2.259)  -0.0078
C (-5.529, -1.731, 1.310)  -0.0010
C (-4.427, -0.831, 3.388)  0.0242
O (-3.176, -1.672, 1.494)  -0.0061
H (-5.203, -3.426, 3.443)  0.0000
H (-3.406, -3.411, 3.475)  -0.0003
H (-4.245, -4.000, 2.042)  -0.0002
H (-6.457, -1.876, 1.875)  -0.0001
H (-5.548, -0.762, 0.801)  0.0001
H (-5.442, -2.494, 0.529)  -0.0001
H (-3.575, -0.947, 4.067)  -0.0053
H (-4.375, 0.190, 2.990)  -0.0053
H (-5.363, -0.953, 3.944)  -0.0004

Properties
Net charge   -1
Molecular weight   513.510 g/mol
Multiplicity   8
HOMO (alpha / beta)   -2.69 / -4.07 eV
Relative energy (zero: lowest compared OMol25 entry of this formula, charge and spin)   1.124 eV